No. 1
The following is a DFT calculation (ωB97M-V/def2-TZVPD) of C22H47Cl8F9N3O8 as an isolated structure at a distorted geometry.

Last column: Mulliken charge in e.
Atoms and positions in Å:
N: 3.862 0.720 0.960  0.064
H: 4.101 -0.199 1.363  0.371
H: 4.387 1.503 1.338  0.411
H: 2.834 0.821 1.174  -0.214
H: 3.974 0.585 -0.040  0.453
N: 1.178 2.901 -0.910  0.196
H: 1.384 2.390 -0.031  -0.480
H: 1.871 2.600 -1.590  0.424
H: 1.042 3.913 -0.758  0.554
H: 0.358 2.353 -1.238  0.049
N: 0.367 -0.872 -3.287  0.008
H: -0.084 -0.479 -4.113  0.357
H: 1.379 -0.790 -3.306  0.418
H: 0.129 -1.835 -3.057  0.154
H: 0.028 -0.211 -2.533  0.106
O: 1.232 0.976 1.233  0.814
C: -0.042 0.428 1.097  2.012
C: -0.728 0.016 -0.237  0.366
O: -0.701 0.841 -1.382  -1.394
H: -0.768 1.195 1.444  -2.057
H: -0.201 -0.337 1.874  -0.637
H: -1.802 -0.167 -0.075  -0.008
H: -0.393 -1.011 -0.508  -0.409
C: 2.611 -3.669 -1.245  -1.635
C: 2.533 -2.519 -0.236  0.778
O: 2.099 -3.055 0.992  -0.155
C: 2.500 -2.520 2.127  0.242
O: 3.306 -1.628 2.239  -0.806
C: 1.883 -3.163 3.356  0.920
F: 0.923 -2.369 3.836  -0.167
F: 1.337 -4.347 3.101  -0.265
F: 2.817 -3.322 4.282  -0.256
H: 3.569 -4.189 -1.284  0.460
H: 2.640 -3.243 -2.258  0.394
H: 1.775 -4.362 -1.253  0.226
H: 1.785 -1.800 -0.581  -0.416
H: 3.495 -2.008 -0.208  0.384
C: 1.228 -7.576 -4.180  -1.228
C: 0.407 -6.278 -4.061  -0.174
O: 0.004 -6.028 -2.724  -0.216
C: -0.567 -4.885 -2.423  0.250
O: -0.690 -3.913 -3.114  -0.647
C: -0.944 -4.832 -0.917  0.893
F: -0.592 -5.929 -0.255  -0.245
F: -0.341 -3.738 -0.412  -0.023
F: -2.264 -4.672 -0.789  -0.255
H: 1.339 -7.762 -5.247  0.377
H: 0.626 -8.401 -3.794  0.328
H: 2.168 -7.603 -3.634  0.329
H: -0.401 -6.394 -4.784  0.331
H: 1.022 -5.441 -4.397  0.286
C: -0.563 4.080 2.561  -0.812
C: 0.941 4.221 2.321  0.317
O: 1.294 5.573 1.962  -0.400
C: 0.968 6.053 0.799  0.429
O: 0.540 5.395 -0.120  -0.747
C: 1.177 7.585 0.702  0.821
F: 2.036 8.022 1.612  -0.240
F: 1.663 7.851 -0.497  -0.234
F: 0.024 8.198 0.929  -0.233
H: -1.165 4.908 2.182  0.514
H: -0.788 4.129 3.627  0.322
H: -1.007 3.187 2.124  -0.276
H: 1.354 3.468 1.651  -0.152
H: 1.425 4.059 3.282  0.382
Cl: -4.438 4.059 -2.641  -0.181
C: -2.903 3.961 -1.709  -0.478
C: -3.161 3.248 -0.402  1.116
Cl: -3.690 4.394 0.859  -0.182
H: -2.594 4.997 -1.603  0.426
H: -2.183 3.465 -2.358  0.215
H: -2.286 2.699 -0.051  -1.069
H: -3.971 2.526 -0.470  0.148
Cl: -5.335 0.505 -2.237  -0.184
C: -3.759 0.056 -2.976  0.118
C: -3.967 -0.281 -4.446  -0.478
Cl: -2.468 -0.970 -5.128  -0.225
H: -3.418 -0.814 -2.421  0.168
H: -3.114 0.914 -2.812  -0.108
H: -4.246 0.593 -5.026  0.371
H: -4.714 -1.067 -4.516  0.361
Cl: 3.384 2.119 3.461  -0.244
C: 2.142 0.881 3.119  1.952
C: 0.965 1.013 4.089  0.572
Cl: 1.355 0.388 5.706  -0.189
H: 2.587 -0.105 3.216  0.530
H: 1.814 1.011 2.086  -2.295
H: 0.137 0.382 3.766  -0.650
H: 0.588 2.016 4.277  0.095
Cl: -1.439 -1.999 3.277  -0.040
C: -2.829 -0.949 3.628  -0.651
C: -2.738 0.285 2.760  1.038
Cl: -4.211 1.270 3.034  -0.176
H: -2.713 -0.544 4.634  0.339
H: -3.785 -1.453 3.535  0.458
H: -2.727 0.079 1.690  -0.331
H: -1.862 0.894 2.973  -0.384

E_HOMO (eV): -9.7
Frontier orbital gap (eV): 6.2
DFT total energy (eV): -169053.8483
ΔE to the lowest compared entry with this formula, charge and spin (eV): 1.444
Net charge: +1



No. 2
The following is a DFT calculation (ωB97M-V/def2-TZVPD) of a 15-piece molecular cluster, C60H105N15 overall at a distorted geometry.

Last column: Mulliken charge in e.
Atoms and positions in Å:
C: -1.031 4.375 2.329  -0.281
C: -0.972 5.814 2.864  -0.681
C: -1.546 6.850 1.957  -0.388
C: -0.858 7.098 0.690  0.202
N: -0.390 7.290 -0.356  -0.526
H: -2.074 4.149 2.106  0.513
H: -0.632 3.619 3.006  -0.060
H: -0.471 4.349 1.395  -0.026
H: 0.059 6.067 3.112  0.344
H: -1.468 5.707 3.829  0.291
H: -1.572 7.801 2.490  0.411
H: -2.541 6.551 1.629  0.241
C: -3.250 4.462 -0.815  -0.496
C: -4.114 4.817 -2.035  -0.934
C: -5.377 3.948 -2.189  0.253
C: -6.169 4.458 -3.349  0.071
N: -6.825 4.887 -4.229  -0.495
H: -2.963 3.414 -0.725  0.066
H: -3.764 4.615 0.134  0.372
H: -2.390 5.132 -0.818  0.179
H: -3.454 4.791 -2.903  0.347
H: -4.534 5.823 -2.008  0.425
H: -6.028 3.977 -1.315  0.533
H: -5.045 2.930 -2.394  -0.357
C: 6.017 1.838 1.296  -1.500
C: 5.239 1.689 -0.042  1.113
C: 6.108 1.789 -1.322  -0.189
C: 7.040 2.924 -1.316  -0.065
N: 7.764 3.824 -1.323  -0.478
H: 6.775 1.059 1.362  0.385
H: 5.353 1.784 2.159  0.132
H: 6.518 2.804 1.243  0.531
H: 4.555 2.532 -0.145  -0.072
H: 4.616 0.795 -0.083  -0.275
H: 5.523 1.789 -2.242  0.026
H: 6.772 0.932 -1.428  0.340
C: 1.578 -4.988 -0.433  -0.313
C: 2.363 -5.711 0.635  0.203
C: 3.740 -6.384 0.143  -0.265
C: 3.732 -7.156 -1.112  0.000
N: 3.713 -7.707 -2.091  -0.460
H: 0.922 -4.229 -0.007  -0.247
H: 0.884 -5.680 -0.911  0.512
H: 2.271 -4.548 -1.149  0.116
H: 1.727 -6.467 1.094  0.577
H: 2.484 -5.003 1.456  -0.599
H: 4.003 -7.032 0.979  0.484
H: 4.490 -5.601 0.035  -0.040
C: 0.982 4.691 -3.138  -1.487
C: 0.780 3.296 -2.452  0.670
C: 2.108 2.643 -2.032  1.288
C: 3.056 2.480 -3.173  -0.110
N: 3.835 2.376 -4.005  -0.634
H: 1.571 4.800 -4.049  0.363
H: 1.511 5.335 -2.435  0.421
H: -0.015 5.087 -3.331  0.355
H: 0.312 2.647 -3.192  0.007
H: 0.142 3.358 -1.570  -0.236
H: 1.948 1.635 -1.652  -0.348
H: 2.624 3.214 -1.259  -0.287
C: 6.274 -4.504 2.560  -1.078
C: 6.453 -3.303 1.627  -1.015
C: 5.279 -2.306 1.484  1.422
C: 5.005 -1.525 2.672  0.129
N: 4.859 -0.846 3.629  -0.641
H: 5.462 -5.169 2.266  0.075
H: 6.123 -4.190 3.593  0.347
H: 7.133 -5.175 2.554  0.429
H: 6.820 -3.683 0.674  0.480
H: 7.357 -2.748 1.877  0.462
H: 4.381 -2.818 1.137  -0.382
H: 5.622 -1.572 0.754  -0.158
C: -3.788 -0.276 2.194  -0.367
C: -5.001 0.364 1.583  -0.080
C: -6.355 -0.153 2.132  -0.443
C: -6.517 0.095 3.563  0.106
N: -6.635 0.363 4.717  -0.523
H: -3.475 -1.179 1.671  0.265
H: -3.915 -0.466 3.260  0.510
H: -2.958 0.427 2.121  -0.457
H: -4.985 0.264 0.498  -0.002
H: -4.993 1.441 1.754  0.276
H: -6.323 -1.242 2.162  0.246
H: -7.240 0.124 1.560  0.413
C: -1.718 -3.882 -2.524  -0.197
C: -1.037 -4.197 -3.859  -0.914
C: 0.328 -3.518 -4.112  -0.085
C: 0.336 -2.054 -3.808  0.220
N: 0.374 -0.925 -3.518  -0.478
H: -2.720 -4.311 -2.501  0.335
H: -1.869 -2.809 -2.410  -0.226
H: -1.166 -4.270 -1.668  0.092
H: -1.682 -3.814 -4.650  0.292
H: -1.012 -5.277 -4.001  0.453
H: 0.700 -3.675 -5.124  0.488
H: 1.041 -3.982 -3.430  -0.113
C: -5.153 1.084 -4.277  -1.127
C: -3.722 1.536 -4.632  -0.467
C: -2.592 0.518 -4.304  1.106
C: -2.814 -0.796 -4.957  0.046
N: -2.998 -1.822 -5.451  -0.638
H: -5.963 1.701 -4.666  0.372
H: -5.249 0.869 -3.212  0.044
H: -5.352 0.104 -4.711  0.481
H: -3.495 2.540 -4.275  0.166
H: -3.571 1.663 -5.704  0.398
H: -2.479 0.214 -3.264  -0.741
H: -1.613 0.899 -4.594  0.365
C: -5.713 -4.234 -3.593  -0.888
C: -6.669 -3.130 -3.120  -0.523
C: -6.330 -2.598 -1.740  -0.542
C: -5.066 -1.915 -1.615  0.138
N: -4.092 -1.347 -1.552  -0.001
H: -6.074 -4.796 -4.454  0.415
H: -5.616 -4.986 -2.810  0.334
H: -4.709 -3.857 -3.786  -0.014
H: -7.702 -3.469 -3.195  0.377
H: -6.603 -2.380 -3.907  0.212
H: -6.319 -3.420 -1.024  0.334
H: -7.114 -1.863 -1.560  0.265
C: -3.978 3.000 5.196  -0.885
C: -2.715 3.038 6.135  -0.270
C: -2.005 1.649 6.262  -0.850
C: -1.422 1.077 5.007  0.047
N: -0.935 0.665 4.026  0.021
H: -4.382 3.965 4.890  0.410
H: -4.815 2.499 5.683  0.395
H: -3.711 2.459 4.288  -0.028
H: -2.977 3.561 7.055  0.432
H: -1.932 3.644 5.680  0.007
H: -2.658 0.900 6.709  0.454
H: -1.196 1.853 6.963  0.393
C: 4.189 -2.725 -2.789  -0.626
C: 4.382 -1.379 -3.449  0.534
C: 4.661 -1.387 -4.973  -0.897
C: 3.676 -1.950 -5.868  0.292
N: 2.890 -2.414 -6.563  -0.499
H: 3.767 -2.585 -1.794  -0.210
H: 5.091 -3.335 -2.741  0.389
H: 3.434 -3.299 -3.327  0.240
H: 5.251 -0.857 -3.049  0.135
H: 3.513 -0.758 -3.232  -0.153
H: 5.575 -1.939 -5.189  0.330
H: 4.944 -0.366 -5.228  0.424
C: -0.536 1.116 0.230  0.657
C: -0.823 -0.349 -0.275  0.904
C: 0.021 -1.411 0.437  0.819
C: 1.509 -1.207 0.432  -0.303
N: 2.644 -1.134 0.397  0.314
H: -0.928 1.296 1.231  -0.554
H: -0.966 1.934 -0.349  -0.189
H: 0.536 1.311 0.250  -0.498
H: -0.548 -0.356 -1.330  -0.632
H: -1.890 -0.565 -0.239  -0.093
H: -0.229 -2.395 0.040  -0.220
H: -0.357 -1.440 1.459  -0.231
C: 2.745 -3.916 4.240  -1.212
C: 1.612 -3.203 3.569  0.782
C: 0.499 -2.765 4.566  0.045
C: -0.427 -3.802 4.978  0.015
N: -1.207 -4.636 5.267  -0.525
H: 2.453 -4.814 4.785  0.403
H: 3.206 -3.188 4.907  0.518
H: 3.506 -4.158 3.499  -0.049
H: 1.220 -3.986 2.920  0.168
H: 1.989 -2.348 3.010  -0.373
H: -0.102 -1.974 4.117  -0.278
H: 0.905 -2.283 5.456  0.462
C: 2.631 3.648 1.944  -1.244
C: 2.227 2.194 2.328  3.013
C: 2.438 1.860 3.823  -0.138
C: 1.494 2.463 4.776  -0.164
N: 0.851 2.972 5.581  -0.536
H: 1.931 4.350 2.397  0.189
H: 2.518 3.893 0.888  0.102
H: 3.681 3.874 2.134  0.379
H: 2.892 1.540 1.764  -0.841
H: 1.194 1.900 2.141  -1.240
H: 3.492 2.022 4.051  0.551
H: 2.396 0.776 3.935  -0.002

E_HOMO (eV): -11.4
Frontier orbital gap (eV): 11.4
DFT total energy (eV): -86270.8228
ΔE to the lowest compared entry with this formula, charge and spin (eV): 3.446
Net charge: 0



No. 3
The following is a DFT calculation (ωB97M-V/def2-TZVPD) of a 3-piece molecular cluster, C5H12N2O3 overall at a distorted geometry.

Last column: Mulliken charge in e.
Atoms and positions in Å:
C: -0.341 -1.841 2.060  -1.422
C: 0.197 -1.631 0.650  0.095
O: -0.614 -2.264 -0.319  -0.575
C: 0.368 -0.143 0.310  0.132
C: 1.122 0.083 -1.015  -0.699
N: 0.381 1.145 -1.698  -0.367
C: -0.906 1.453 -0.958  0.448
O: -1.925 1.720 -1.611  -0.686
N: -0.918 0.489 0.066  -0.239
H: -0.455 -2.913 2.264  0.359
H: 0.347 -1.414 2.803  0.352
H: -1.324 -1.363 2.181  0.310
H: 1.188 -2.103 0.573  0.381
H: -1.310 -1.639 -0.561  0.382
H: 0.910 0.340 1.139  0.368
H: 2.151 0.413 -0.836  0.271
H: 1.156 -0.826 -1.629  0.344
H: 0.205 0.980 -2.684  0.269
H: -1.497 0.728 0.862  0.228
H: 0.876 2.490 -1.356  0.535
O: 0.041 3.221 -0.570  -0.786
H: 0.350 3.075 0.329  0.297

E_HOMO (eV): -9.8
Frontier orbital gap (eV): 10.3
DFT total energy (eV): -14500.4281
ΔE to the lowest compared entry with this formula, charge and spin (eV): 3.078
Net charge: 0



No. 4
The following is a DFT calculation (ωB97M-V/def2-TZVPD) of C24H54BN16O35PS as an isolated structure at a distorted geometry.

Last column: Mulliken charge in e.
Atoms and positions in Å:
C: 5.382 -2.098 -0.566  -0.768
B: 4.540 -1.788 -1.850  0.598
O: 5.118 -1.930 -3.081  -0.495
C: 3.024 -1.328 -1.694  -0.521
C: 2.024 -2.298 -1.601  -1.214
C: 0.724 -1.871 -1.438  1.007
C: 0.392 -0.525 -1.339  0.389
C: 1.361 0.457 -1.480  1.414
P: 0.946 2.222 -1.510  0.926
O: 1.304 2.849 -0.074  -0.496
O: 2.047 2.853 -2.518  -0.524
S: -0.788 2.621 -2.172  -0.368
C: 2.678 0.013 -1.657  -0.475
C: -1.109 -0.510 -1.069  -0.510
O: -1.741 0.208 -0.385  -0.536
N: -1.579 -1.698 -1.747  0.349
C: -0.567 -2.641 -1.327  -0.609
O: -0.775 -3.726 -0.905  -0.595
H: 6.345 -1.591 -0.599  0.109
H: 5.527 -3.165 -0.402  0.324
H: 4.857 -1.722 0.303  0.230
H: 4.764 -1.320 -3.736  0.259
H: 2.245 -3.354 -1.640  0.649
H: 2.240 3.091 -0.044  0.356
H: 2.933 2.493 -2.375  0.341
H: 3.466 0.749 -1.759  0.168
H: -1.639 -1.592 -2.755  -0.005
C: 0.775 6.077 -1.713  -0.482
N: 1.894 7.047 -1.558  0.950
O: 2.681 6.863 -0.650  -0.540
O: 1.950 7.958 -2.355  -0.566
H: 0.855 5.327 -0.937  0.120
H: -0.155 6.630 -1.623  0.289
H: 0.868 5.629 -2.697  0.251
C: -2.444 1.144 2.758  -0.727
N: -3.318 0.722 3.884  0.958
O: -4.492 1.042 3.841  -0.532
O: -2.797 0.096 4.780  -0.571
H: -3.034 1.703 2.042  0.336
H: -1.662 1.761 3.190  0.316
H: -2.025 0.252 2.303  0.204
C: -4.754 -3.332 -1.606  -0.690
N: -4.426 -4.022 -2.875  0.883
O: -4.929 -5.104 -3.099  -0.641
O: -3.658 -3.452 -3.621  -0.306
H: -5.445 -3.949 -1.045  0.289
H: -3.820 -3.186 -1.071  0.147
H: -5.203 -2.377 -1.863  0.309
C: -3.881 3.412 6.416  -0.314
N: -2.766 4.401 6.369  0.961
O: -1.762 4.173 7.026  -0.600
O: -2.911 5.369 5.662  -0.522
H: -3.606 2.608 7.086  0.372
H: -4.768 3.927 6.769  0.244
H: -4.026 3.048 5.406  -0.152
C: -7.316 3.938 2.659  -0.765
N: -5.899 4.285 2.951  0.901
O: -5.165 4.500 2.009  -0.558
O: -5.575 4.325 4.117  -0.451
H: -7.452 3.941 1.584  0.307
H: -7.499 2.956 3.081  0.261
H: -7.939 4.685 3.140  0.302
C: 1.191 -2.175 3.156  -0.844
N: 2.492 -2.184 2.434  1.004
O: 3.485 -1.826 3.027  -0.539
O: 2.469 -2.562 1.277  -0.520
H: 1.354 -1.821 4.165  0.314
H: 0.529 -1.508 2.613  0.245
H: 0.812 -3.193 3.147  0.349
C: -8.147 0.413 6.215  -0.832
N: -7.056 1.426 6.181  0.885
O: -6.079 1.217 6.864  -0.494
O: -7.226 2.391 5.465  -0.454
H: -7.853 -0.383 6.887  0.313
H: -9.044 0.914 6.565  0.301
H: -8.278 0.045 5.202  0.295
C: -1.520 -4.551 -5.965  -0.640
N: -0.183 -4.305 -5.355  0.910
O: -0.082 -3.408 -4.545  -0.407
O: 0.739 -5.010 -5.709  -0.597
H: -2.222 -3.841 -5.545  0.101
H: -1.413 -4.418 -7.038  0.341
H: -1.807 -5.571 -5.728  0.313
C: 8.671 -3.871 -1.821  -0.736
N: 9.002 -2.623 -1.082  0.913
O: 8.679 -2.551 0.083  -0.480
O: 9.574 -1.753 -1.708  -0.545
H: 8.166 -4.546 -1.140  0.307
H: 8.028 -3.593 -2.651  0.246
H: 9.604 -4.294 -2.178  0.306
C: 3.658 1.666 4.853  -1.001
N: 2.472 0.853 4.481  0.918
O: 1.944 1.063 3.404  -0.453
O: 2.103 0.024 5.282  -0.590
H: 3.866 2.356 4.045  0.361
H: 3.410 2.191 5.772  0.352
H: 4.484 0.977 5.005  0.327
C: 1.125 3.776 7.002  -0.842
N: 2.400 3.337 6.364  0.726
O: 2.689 2.160 6.414  -0.256
O: 3.069 4.192 5.820  -0.522
H: 0.640 2.912 7.435  0.361
H: 1.377 4.510 7.761  0.302
H: 0.512 4.222 6.229  0.324
C: -6.402 -4.918 -5.118  -0.818
N: -6.164 -3.485 -4.804  0.989
O: -6.651 -3.035 -3.787  -0.547
O: -5.487 -2.848 -5.584  -0.571
H: -7.012 -5.342 -4.330  0.302
H: -6.905 -4.960 -6.079  0.288
H: -5.431 -5.401 -5.165  0.320
C: 9.075 1.514 0.442  -0.700
N: 8.111 1.034 1.470  0.858
O: 6.930 1.262 1.289  -0.481
O: 8.572 0.449 2.422  -0.518
H: 8.519 2.018 -0.339  0.282
H: 9.762 2.194 0.935  0.295
H: 9.598 0.645 0.053  0.261
C: -4.402 0.156 -5.526  -0.596
N: -3.152 0.549 -4.828  0.949
O: -3.118 1.611 -4.250  -0.527
O: -2.242 -0.260 -4.852  -0.525
H: -5.129 0.953 -5.417  0.304
H: -4.158 -0.015 -6.570  0.283
H: -4.746 -0.760 -5.060  0.110
C: 2.726 -2.763 -6.553  -0.476
N: 3.931 -2.590 -7.410  0.960
O: 4.929 -2.127 -6.897  -0.550
O: 3.831 -2.927 -8.570  -0.574
H: 2.967 -2.423 -5.552  0.031
H: 1.931 -2.166 -6.991  0.314
H: 2.468 -3.814 -6.553  0.293

E_HOMO (eV): -8.1
Frontier orbital gap (eV): 7.6
DFT total energy (eV): -142023.9777
Net charge: 0